Record 1
Molecular formula: C23H32InN6O5S4
Method: DFT, the ωB97M-V functional and the def2-TZVPD basis

```
71
Properties=species:S:1:pos:R:3:forces:R:3
In -0.89393 0.20038 -0.53932 -0.04 -0.07 0.00
C 1.71624 -2.06211 -0.03280 -0.01 -0.03 0.03
C 2.10980 -0.63685 -0.44128 0.03 0.02 -0.07
N 1.30956 0.38032 0.25375 -0.06 -0.01 0.03
C 1.44336 0.33629 1.71776 0.06 -0.02 0.04
C 0.10682 0.35658 2.48893 0.00 -0.01 -0.02
N -1.02245 -0.22176 1.76152 0.07 0.08 0.08
C -1.29413 -1.63199 2.03305 -0.03 -0.01 0.00
C -0.13440 -2.51378 1.58303 0.08 -0.02 -0.05
N 0.28482 -2.19311 0.22229 -0.03 -0.01 0.05
H 2.27510 -2.36462 0.85787 0.00 0.00 -0.01
H 2.02141 -2.73719 -0.83487 -0.01 -0.01 -0.03
H 1.92420 -0.48860 -1.50577 -0.01 -0.02 0.01
H 3.18123 -0.48932 -0.26319 0.00 0.01 -0.01
H 1.59830 1.29520 -0.08599 -0.02 0.00 -0.01
H 2.03095 1.19413 2.05301 0.01 -0.01 0.01
H 2.01431 -0.55528 1.97878 -0.03 0.03 0.02
H -0.15784 1.38307 2.72082 -0.01 -0.01 -0.02
H 0.25631 -0.15774 3.44558 0.00 -0.01 0.01
H -1.84906 0.34600 1.94778 -0.02 0.04 -0.01
H -2.19856 -1.90226 1.48650 0.00 0.00 0.01
H -1.48143 -1.79951 3.10156 0.01 -0.01 0.00
H -0.43331 -3.56265 1.67736 -0.02 0.00 0.02
H 0.71435 -2.36961 2.25690 0.00 0.00 0.00
H -0.14408 -2.81383 -0.44976 0.00 0.01 -0.02
O -5.09500 -0.53523 -0.58278 -0.06 0.03 -0.04
C -3.89748 -0.75502 -0.55783 0.03 -0.03 0.11
O -2.99884 0.11074 -0.21476 -0.01 0.04 0.00
C -3.43643 -2.18082 -0.82275 -0.05 -0.02 -0.08
C -4.19754 -3.18908 -0.23607 -0.01 -0.07 0.03
C -3.86101 -4.52711 -0.37522 0.00 0.04 0.01
C -2.75517 -4.87399 -1.14020 0.02 0.04 -0.03
C -2.00441 -3.88334 -1.75563 -0.01 -0.04 -0.02
C -2.33011 -2.53058 -1.60591 0.09 0.07 0.03
S -1.31213 -1.34245 -2.44137 -0.02 0.02 0.01
H -5.07279 -2.89289 0.32893 0.01 0.00 -0.01
H -4.45949 -5.29301 0.10251 -0.01 0.01 0.00
H -2.47786 -5.91389 -1.26499 0.01 0.00 -0.01
H -1.14189 -4.14106 -2.36318 -0.01 -0.02 0.02
C 3.43858 5.46207 3.81323 0.01 0.00 0.02
C 2.20935 4.89469 3.15438 -0.01 0.00 -0.02
C 2.18702 4.63517 1.78703 -0.01 0.00 0.02
C 1.04975 4.13004 1.17251 0.01 0.02 0.04
C -0.08197 3.87058 1.93313 0.05 0.04 -0.03
C -0.08036 4.12416 3.29737 0.02 -0.01 0.00
C 1.06096 4.63258 3.89853 0.01 0.02 0.01
S -1.53184 3.18606 1.15733 0.01 -0.15 -0.02
O -2.26239 4.27142 0.56928 -0.01 0.03 0.03
O -2.20274 2.42674 2.19953 -0.03 0.04 -0.04
O -0.91278 2.29206 0.13127 -0.06 -0.04 -0.01
H 4.31556 5.34454 3.17695 -0.01 0.00 0.00
H 3.64018 4.97037 4.76637 0.00 0.00 0.00
H 3.31638 6.52881 4.01531 -0.01 -0.01 0.00
H 3.07182 4.82027 1.18848 -0.01 0.00 0.00
H 1.05120 3.92582 0.11000 0.00 -0.02 -0.01
H -0.96497 3.89974 3.87958 0.00 0.00 -0.01
H 1.06175 4.82222 4.96681 0.01 0.00 -0.01
C -0.06981 -1.20773 -5.74858 0.00 -0.01 0.00
N 0.36231 -2.45079 -5.13962 -0.01 0.04 -0.01
C 1.36485 -2.55507 -4.26184 0.04 0.02 -0.01
N 2.06646 -1.42421 -4.00968 -0.05 -0.09 -0.03
S 1.77698 -4.02781 -3.55546 0.02 -0.06 0.02
H -0.81387 -1.43672 -6.50740 0.00 0.00 0.00
H 0.77468 -0.71195 -6.22929 0.01 -0.02 -0.02
H -0.51435 -0.52673 -5.02046 -0.02 -0.01 0.02
H -0.22715 -3.26193 -5.19898 -0.01 0.00 -0.02
H 1.59083 -0.52771 -4.02475 0.03 0.01 0.04
H 2.78423 -1.54895 -3.31630 -0.02 0.13 0.00
S 0.14592 1.52366 -2.79151 0.14 -0.08 -0.03
C 1.54545 2.19847 -2.17860 -0.06 0.25 -0.12
N 2.51063 2.67609 -1.73889 -0.01 -0.15 0.10
```
Forces are in eV/Å.

Summary:
Energy relative to the best compared isomer or geometry (same formula, charge and spin): 0.00 kJ/mol
Charge: -1


Record 2
Molecular formula: C23H32N4O2
Method: DFT, the ωB97M-V functional and the def2-TZVPD basis

```
61
Properties=species:S:1:pos:R:3:forces:R:3
C -3.66554 6.65516 -1.29539 0.03 -0.07 0.00
C -2.78581 5.46393 -1.52510 0.05 -0.02 -0.03
C -1.60876 5.59010 -2.24571 -0.07 -0.07 0.04
C -0.75923 4.51782 -2.48289 -0.04 -0.06 0.05
C 0.49511 4.72440 -3.28012 -0.02 -0.05 0.05
C -1.10679 3.26865 -1.97052 -0.03 0.13 -0.04
C -0.24890 2.04928 -2.19578 0.00 -0.08 -0.01
N -0.38339 1.09341 -1.11028 -0.01 -0.03 -0.15
C 0.25926 1.58562 0.09766 0.00 0.17 0.20
C -0.04110 0.66730 1.27832 0.26 0.02 -0.05
C 0.32999 -0.79009 0.99639 -0.61 0.06 -0.05
N 1.76160 -0.99676 1.03903 0.31 -0.73 0.15
N 2.63639 0.00572 0.92349 0.21 0.82 0.03
C 3.83466 -0.53795 0.96917 -0.32 -0.19 0.02
C 3.76092 -1.92753 1.11667 -0.12 -0.25 0.00
C 2.40634 -2.18779 1.15632 0.53 0.16 -0.05
N 1.71278 -3.38379 1.29671 -0.35 0.50 0.00
C 2.28414 -4.62466 1.34428 -0.48 -0.38 -0.09
O 3.46637 -4.82556 1.21924 0.26 0.12 0.03
C 1.24183 -5.72045 1.56606 0.25 -0.11 0.14
C 1.87021 -7.11943 1.50516 0.03 -0.05 0.20
C 1.41607 -7.77277 2.81560 -0.06 -0.24 -0.28
O 1.23980 -6.70805 3.72423 0.19 0.03 0.20
C 0.65388 -5.65911 3.00185 -0.31 0.21 -0.06
C -0.24446 -1.20965 -0.36443 0.21 0.08 -0.05
C 0.15008 -0.20978 -1.44727 -0.10 -0.24 -0.01
C -2.29233 3.13630 -1.26079 0.00 0.12 -0.05
C -3.13657 4.20831 -1.02445 0.07 -0.01 -0.06
C -4.40374 4.01784 -0.24701 0.06 0.04 -0.04
H -3.23700 7.54469 -1.75010 -0.01 0.07 -0.01
H -4.65447 6.49027 -1.72258 -0.11 0.07 0.01
H -3.79304 6.83868 -0.22881 -0.07 0.08 0.07
H -1.34144 6.56163 -2.63930 0.03 0.11 -0.05
H 0.52229 4.05457 -4.13861 0.10 -0.01 -0.09
H 1.37714 4.52708 -2.67065 0.12 -0.01 -0.04
H 0.55270 5.74873 -3.63987 0.03 0.04 -0.04
H -0.58126 1.55969 -3.11901 0.12 -0.01 0.01
H 0.80516 2.34095 -2.33641 -0.05 -0.03 -0.05
H -0.13488 2.58136 0.31156 0.03 -0.03 0.04
H 1.35039 1.65782 -0.03164 -0.22 0.10 -0.04
H -1.11027 0.70299 1.49304 -0.02 -0.02 0.02
H 0.50642 1.01994 2.15213 -0.05 -0.01 0.06
H -0.11142 -1.41507 1.78876 0.09 0.12 -0.09
H 4.70799 0.07869 0.89679 0.17 0.16 -0.02
H 4.55504 -2.63861 1.18273 0.10 -0.16 0.02
H 0.71240 -3.31358 1.41241 0.14 -0.13 -0.03
H 0.44804 -5.59464 0.82526 0.04 0.03 0.04
H 1.55401 -7.68526 0.63231 0.01 -0.01 -0.04
H 2.95558 -7.01098 1.48658 -0.09 -0.02 -0.05
H 2.14951 -8.45533 3.24246 -0.06 -0.01 -0.04
H 0.46354 -8.30617 2.67138 0.08 0.00 0.05
H 0.88331 -4.72992 3.52828 -0.08 -0.02 -0.06
H -0.43978 -5.78907 2.96189 0.11 0.04 0.01
H 0.11086 -2.20454 -0.64170 -0.02 -0.05 0.03
H -1.33254 -1.23363 -0.28917 -0.05 -0.04 -0.01
H -0.27517 -0.52897 -2.40272 0.07 0.02 0.03
H 1.25055 -0.19099 -1.54888 -0.06 -0.01 -0.07
H -2.54751 2.15793 -0.88196 -0.04 -0.10 0.08
H -4.51240 2.98113 0.06105 -0.05 -0.05 0.04
H -5.26947 4.29354 -0.84873 -0.13 0.01 0.03
H -4.40708 4.64661 0.64311 -0.09 0.03 0.09
```
Forces are in eV/Å.

Summary:
Energy relative to the best compared isomer or geometry (same formula, charge and spin): 225.10 kJ/mol
SMILES string: Cc1cc(C)c(CN2CCC(n3nccc3NC(=O)[C@H]3CCOC3)CC2)cc1C
Charge: 0


Record 3
Molecular formula: C23H32N4O2
Method: DFT, the ωB97M-V functional and the def2-TZVPD basis

```
61
Properties=species:S:1:pos:R:3:forces:R:3
C 5.51172 0.15619 -1.88770 -0.01 0.05 0.01
C 5.16896 1.14573 -0.81364 -0.03 -0.04 -0.04
C 5.88919 2.32639 -0.71654 -0.05 0.06 0.03
C 5.64983 3.24055 0.29417 0.03 0.09 0.03
C 4.67755 2.96756 1.23822 0.04 0.11 0.03
C 3.94003 1.80163 1.15222 -0.14 -0.12 -0.02
C 4.15954 0.88548 0.12566 0.21 0.24 0.05
N 3.44597 -0.32551 0.03642 -0.02 -0.14 0.12
C 2.48218 -0.43655 -1.04511 -0.08 -0.27 -0.22
C 2.17091 -1.92182 -1.26455 -0.02 0.28 -0.11
N 1.64226 -2.57917 -0.08251 -0.07 -0.03 -0.09
C 0.24951 -2.33994 0.28931 -0.11 -0.36 0.00
C -0.29671 -3.61733 0.95034 -0.12 0.38 0.19
C -1.75427 -3.43709 1.36282 0.00 -0.15 -0.20
C -2.59076 -3.01378 0.15361 -0.17 -0.14 0.42
N -2.02588 -1.81851 -0.42624 0.27 -0.24 -0.21
C -2.50344 -0.55526 -0.31673 -0.20 -0.16 -0.06
O -1.85194 0.40611 -0.67905 0.07 0.25 0.02
C -3.91188 -0.40971 0.25897 0.13 0.47 -0.05
C -4.40039 0.99267 0.13444 0.12 0.62 0.33
C -5.48041 1.47284 -0.65759 0.43 0.27 0.46
C -6.38348 0.68897 -1.53736 0.00 0.11 0.02
N -5.60556 2.76597 -0.51740 -0.93 -0.10 -0.80
O -4.63737 3.17926 0.33696 0.64 -0.03 0.49
C -3.90686 2.12473 0.72888 -0.33 -0.82 -0.31
C -2.77308 2.34714 1.65736 -0.07 0.10 -0.18
C -0.66589 -2.00359 -0.89492 0.38 0.35 -0.01
C 2.56919 -2.35656 1.01544 0.04 0.10 0.19
C 2.88810 -0.87254 1.25429 -0.01 -0.34 0.06
H 6.57848 0.19100 -2.09962 0.05 -0.02 -0.05
H 5.24261 -0.84859 -1.57199 0.00 -0.10 -0.04
H 4.98339 0.38152 -2.81485 -0.03 -0.07 -0.09
H 6.66640 2.52401 -1.44182 0.08 0.00 -0.06
H 6.22630 4.15182 0.35020 0.05 0.07 0.01
H 4.48487 3.66522 2.04034 -0.01 0.05 0.06
H 3.17538 1.60910 1.88964 -0.08 -0.05 0.05
H 2.89645 -0.00234 -1.95342 -0.02 0.02 -0.02
H 1.55519 0.10983 -0.79905 0.04 0.04 -0.04
H 1.49194 -2.05302 -2.10488 0.02 0.00 -0.04
H 3.10743 -2.43610 -1.50551 -0.02 0.08 -0.10
H 0.15858 -1.50678 1.00758 -0.05 -0.01 -0.09
H 0.30337 -3.87658 1.82247 0.06 -0.06 0.00
H -0.20758 -4.43558 0.23360 0.06 -0.03 -0.06
H -2.14861 -4.36666 1.77549 -0.04 0.00 0.06
H -1.82366 -2.66549 2.13344 -0.08 0.01 0.06
H -3.62810 -2.85704 0.44208 0.03 0.00 -0.09
H -2.56059 -3.80580 -0.60417 -0.08 0.02 0.04
H -4.59543 -1.07456 -0.27072 0.02 -0.10 0.14
H -3.88144 -0.69850 1.31434 -0.06 -0.18 -0.05
H -5.80669 0.18512 -2.31174 -0.03 -0.06 -0.08
H -6.91925 -0.06326 -0.95918 -0.06 -0.05 -0.03
H -7.09995 1.35861 -2.00295 -0.08 -0.02 -0.07
H -1.84510 2.07965 1.15470 0.05 0.02 0.02
H -2.74075 3.39327 1.94744 0.04 0.05 0.11
H -2.87935 1.72486 2.54500 0.01 0.00 0.08
H -0.37101 -1.07053 -1.37540 0.00 -0.20 -0.03
H -0.65291 -2.81963 -1.62386 0.03 0.00 -0.02
H 2.16737 -2.79677 1.92862 0.02 -0.03 0.02
H 3.49828 -2.87576 0.76342 0.04 0.04 0.12
H 3.62516 -0.78510 2.05501 -0.07 0.02 0.01
H 1.96771 -0.34712 1.56453 0.08 0.04 0.03
```
Forces are in eV/Å.

Summary:
Energy relative to the best compared isomer or geometry (same formula, charge and spin): 301.03 kJ/mol
SMILES string: Cc1ccccc1N1CCN([C@@H]2CCCN(C(=O)Cc3c(C)noc3C)C2)CC1
Charge: 0


Record 4
Molecular formula: C23H32N4O5
Method: DFT, the ωB97M-V functional and the def2-TZVPD basis

```
64
Properties=species:S:1:pos:R:3:forces:R:3
C -6.57570 -1.51747 -1.36139 -0.57 -0.02 0.02
O -5.21643 -1.57879 -1.73577 0.39 0.08 0.08
C -4.21403 -1.22564 -0.89608 0.28 -0.06 -0.16
C -2.94696 -1.42096 -1.42190 -0.23 0.07 0.18
C -1.79609 -1.11102 -0.70078 -0.38 0.34 0.80
N -0.56244 -1.35069 -1.23931 0.41 -0.25 -0.50
C 0.48515 -1.04951 -0.55932 -0.14 -0.16 -0.58
C 1.81738 -1.41166 -1.15478 0.19 -0.06 0.03
N 2.46842 -2.40987 -0.32187 0.05 -0.01 -0.18
C 1.87581 -3.72623 -0.48102 0.10 -0.25 0.27
C 2.52475 -4.68005 0.52159 -0.37 0.03 -0.14
O 3.91749 -4.75081 0.33349 0.08 -0.14 -0.07
C 4.49919 -3.47285 0.45922 0.12 0.32 -0.19
C 3.90462 -2.48076 -0.53963 0.21 -0.15 0.26
N 0.45812 -0.46011 0.67710 -0.24 0.08 0.26
C 1.68160 -0.12243 1.38275 0.45 0.01 0.42
C 2.56186 0.93648 0.71554 -0.07 -0.17 0.19
O 3.73941 0.67956 0.50792 0.26 -0.26 0.11
N 2.01899 2.12387 0.38073 0.08 0.24 -0.13
C 0.64931 2.49009 0.69261 -0.40 0.01 0.28
C 0.38722 3.99407 0.77950 -0.13 -0.16 -0.22
C 0.15151 4.66218 -0.57433 0.24 0.22 0.11
C 1.42446 4.88230 -1.38454 -0.25 -0.21 -0.17
C 2.22081 3.60180 -1.61795 0.08 0.31 0.17
C 2.86390 3.05940 -0.34139 0.33 -0.11 -0.33
C -0.74973 -0.23413 1.34843 0.01 0.06 0.14
O -0.75484 0.24506 2.47143 -0.17 -0.03 0.08
C -1.93261 -0.58179 0.59001 -0.17 -0.20 -0.49
C -3.20613 -0.38336 1.12869 -0.09 0.00 0.00
C -4.34604 -0.69251 0.41675 0.00 0.09 0.22
O -5.60871 -0.50714 0.91348 0.20 -0.15 -0.40
C -5.74841 -0.00337 2.22016 -0.04 0.08 0.19
H -7.12082 -1.89397 -2.22691 0.03 0.03 0.07
H -6.89231 -0.49481 -1.14851 0.02 -0.11 -0.03
H -6.78619 -2.14917 -0.49643 0.01 0.05 -0.08
H -2.85756 -1.82950 -2.41453 0.01 -0.06 -0.14
H 1.63264 -1.77302 -2.17826 -0.03 0.11 0.14
H 2.46145 -0.53292 -1.20794 0.04 -0.04 -0.05
H 0.80237 -3.66029 -0.29257 -0.01 -0.08 -0.03
H 2.02976 -4.11317 -1.50360 -0.05 0.03 0.03
H 2.14425 -5.69462 0.39185 -0.04 0.08 0.04
H 2.30276 -4.33408 1.54312 -0.02 -0.05 -0.07
H 5.56758 -3.60366 0.28188 -0.04 0.07 0.04
H 4.34338 -3.09216 1.47982 0.04 0.00 -0.06
H 4.33279 -1.49177 -0.36619 0.01 -0.03 -0.04
H 4.14169 -2.80968 -1.56570 0.00 0.01 0.01
H 1.38255 0.21431 2.38151 0.07 -0.06 -0.23
H 2.30008 -1.02003 1.47028 -0.12 0.27 0.00
H -0.03234 2.06631 -0.05881 -0.03 0.05 0.11
H 0.39306 2.05498 1.66045 -0.02 -0.02 -0.17
H 1.19675 4.49008 1.31485 0.01 0.06 0.13
H -0.51875 4.11526 1.37726 0.06 -0.03 0.06
H -0.54604 4.05050 -1.15211 -0.08 -0.01 -0.02
H -0.32423 5.63165 -0.40916 -0.08 -0.02 -0.04
H 1.15287 5.31464 -2.35004 0.04 0.09 0.01
H 2.06201 5.60527 -0.86964 0.04 0.06 -0.01
H 3.01780 3.81771 -2.33208 0.00 -0.07 -0.03
H 1.58180 2.83550 -2.06061 0.01 -0.08 -0.09
H 3.15147 3.88790 0.31394 0.05 -0.03 -0.03
H 3.77233 2.50315 -0.58518 -0.16 0.19 0.10
H -3.25371 0.02471 2.12520 -0.08 0.04 0.09
H -6.82181 0.04128 2.39862 0.09 0.02 0.05
H -5.28446 -0.66467 2.95802 0.01 0.03 -0.02
H -5.32308 1.00060 2.31217 0.01 -0.04 0.00
```
Forces are in eV/Å.

Summary:
Energy relative to the best compared isomer or geometry (same formula, charge and spin): 302.58 kJ/mol
SMILES string: COc1cc2nc(CN3CCOCC3)n(CC(=O)N3CCCCCC3)c(=O)c2cc1OC
Charge: 0


Across the entries above, molar mass takes the values 715.63, 396.53, 396.53, 444.53 g mol⁻¹, respectively.
Across the entries above, LUMO takes the values 2.3, 0.4, 0.6, 0.6 eV, respectively.
Across the entries above, frontier orbital gap takes the values 7.80, 8.78, 8.49, 8.83 eV, respectively.